(1)
The following is a DFT calculation (ωB97M-V/def2-TZVPD) of 3 unconnected molecules or ions with the total composition C2H9NO3 at a distorted geometry.

* spin multiplicity: 1
* HOMO energy: -0.352 hartree
* SMILES: NCC=O.O.O

```
15
Properties=species:S:1:pos:R:3:forces:R:3
O 0.73463 0.75052 -2.48799 0.0 -0.8 -0.4
C -0.12523 0.89825 -1.66671 1.5 1.3 0.5
C -0.07543 0.35840 -0.22968 -1.1 0.4 -0.4
N -0.50343 1.47057 0.61223 -0.3 -1.5 -0.5
H -0.83060 1.75154 -1.82167 -0.5 -0.6 0.1
H -0.78449 -0.47862 -0.19055 0.0 -0.1 0.3
H 0.90372 -0.02013 0.04348 0.2 0.1 -0.2
H -1.33614 1.90680 0.25291 0.3 0.6 0.7
H 0.10792 1.85166 1.30060 -0.1 0.5 -0.1
H 1.62162 -2.20803 -1.43975 -0.2 0.4 0.0
H 2.68514 -2.98413 -2.16817 -0.1 -0.1 0.1
O 1.95661 -3.09491 -1.54324 0.4 -0.3 -0.2
H -0.90989 -0.67162 3.17064 -0.3 0.4 -0.2
H -1.82454 0.54514 2.71898 0.6 -0.8 0.4
O -1.61988 -0.07543 3.44892 -0.2 0.3 -0.2
```
Forces are in eV/Å.

Atom charges from the Mulliken analysis, given in e for atoms 1 to 8: atom 1 (O): -0.440, atom 2 (C): -0.025, atom 3 (C): -0.216, atom 4 (N): -0.458, atom 5 (H): 0.257, atom 6 (H): 0.177, atom 7 (H): 0.322, atom 8 (H): 0.193

***

(2)
The following is a DFT calculation (ωB97M-V/def2-TZVPD) of a single C20H22N2O6S molecule at a distorted geometry.

* spin multiplicity: 1
* HOMO energy: -0.304 hartree
* SMILES: O=C(NCc1ccc2c(c1)OCO2)c1ccc(S(=O)(=O)NC[C@@H]2CCCO2)cc1

```
51
Properties=species:S:1:pos:R:3:forces:R:3
O -1.85066 -1.88439 -2.23982 -0.3 -0.2 0.0
C -0.90258 -1.21056 -1.89048 0.2 0.2 0.0
N 0.15633 -0.95406 -2.69092 0.2 0.2 -0.1
H 0.93001 -0.41191 -2.34259 -0.1 0.0 0.1
C 0.31908 -1.58580 -3.98545 -0.1 -0.2 0.0
C 1.40885 -2.62714 -3.94204 0.0 0.0 0.0
C 1.22921 -3.76124 -3.16286 0.0 0.1 -0.1
C 2.21023 -4.74237 -3.05453 0.3 -0.1 -0.1
C 3.37329 -4.54186 -3.75807 -0.1 0.6 -0.3
C 3.56225 -3.40274 -4.54240 -0.2 -0.5 0.4
C 2.59945 -2.42932 -4.64616 0.2 -0.2 0.0
H 2.75835 -1.55562 -5.25661 0.0 0.2 -0.1
O 4.79915 -3.45322 -5.12731 -0.3 0.4 0.0
C 5.38022 -4.66669 -4.69849 1.1 -0.4 -0.3
O 4.48657 -5.33457 -3.83418 -0.4 -0.1 0.3
H 6.32128 -4.45648 -4.16578 -0.3 0.0 -0.1
H 5.59321 -5.30275 -5.57275 -0.1 0.2 0.2
H 2.06716 -5.62306 -2.45202 0.0 -0.1 0.1
H 0.29874 -3.88523 -2.63036 -0.1 0.0 0.1
H 0.54471 -0.82280 -4.73525 -0.1 -0.1 0.0
H -0.64378 -2.04933 -4.21742 0.1 0.1 -0.1
C -0.84588 -0.56048 -0.54142 -0.1 0.0 0.3
C 0.34402 -0.40040 0.16481 -0.2 0.1 0.0
C 0.32684 0.18176 1.42073 0.2 0.0 0.0
C -0.87478 0.59307 1.96345 0.0 0.2 0.6
C -2.06688 0.42085 1.28753 -0.1 0.0 0.0
C -2.05072 -0.16388 0.03403 0.1 0.0 -0.1
H -2.96395 -0.33086 -0.51645 -0.1 0.0 0.0
H -2.98758 0.72295 1.76015 -0.2 0.0 0.0
S -0.86194 1.40737 3.56016 0.4 0.5 -0.1
O 0.29987 0.99269 4.28557 0.1 0.0 -0.3
O -2.15684 1.29011 4.15782 -0.2 0.0 -0.3
N -0.63747 3.01094 3.19683 0.0 -0.8 0.4
H 0.29520 3.24484 2.90384 0.3 -0.1 0.0
C -1.71862 3.73652 2.58374 -0.5 0.5 -0.2
H -1.59831 3.83472 1.49729 -0.1 -0.1 0.1
H -2.61951 3.15722 2.78725 -0.1 0.1 -0.1
C -1.88481 5.13923 3.20774 0.3 -0.3 0.2
H -0.99917 5.74195 2.98027 0.0 0.0 0.1
C -2.17360 5.04432 4.70634 0.0 0.1 -0.2
H -1.90403 5.97982 5.19666 0.1 0.0 0.0
H -1.63144 4.22080 5.16370 0.0 0.1 0.1
C -3.68857 4.83764 4.72174 0.0 0.0 -0.2
H -3.91962 3.77376 4.68347 -0.1 0.0 0.0
C -4.15065 5.54780 3.43989 -0.4 0.1 0.1
H -4.61247 6.51794 3.65115 0.0 -0.1 0.0
O -2.99744 5.79754 2.64249 0.1 0.0 -0.2
H -4.86392 4.94250 2.86945 0.0 0.1 0.1
H -4.15627 5.26118 5.60746 0.0 -0.1 0.0
H 1.22706 0.30322 2.00265 0.2 -0.1 0.0
H 1.27922 -0.75731 -0.24215 0.1 0.0 0.0
```
Forces are in eV/Å.

Atom charges from the Mulliken analysis, given in e for atoms 1 to 8: atom 1 (O): -0.643, atom 2 (C): 0.442, atom 3 (N): -0.147, atom 4 (H): 0.235, atom 5 (C): -1.190, atom 6 (C): 0.553, atom 7 (C): -0.451, atom 8 (C): -1.032

***

(3)
The following is a DFT calculation (ωB97M-V/def2-TZVPD) of 3 unconnected molecules or ions with the total composition C26H49N2O5 at a distorted geometry.

* spin multiplicity: 1
* HOMO energy: -0.398 hartree
* net charge: +1

```
82
Properties=species:S:1:pos:R:3:forces:R:3
C 2.02563 -4.82799 -3.73151 0.5 0.2 -1.2
C 2.60853 -3.37659 -3.35101 0.3 -0.3 0.5
C 2.50724 -3.04837 -1.75238 -0.6 -0.8 -0.5
C 1.57741 -1.77043 -1.46471 -1.3 -2.4 -0.1
O 2.17828 -0.75740 -0.60306 -0.2 -0.7 -0.3
N 2.29794 0.44603 -1.21584 0.6 2.0 -1.5
C 3.53988 1.25849 -0.85848 1.7 1.5 1.6
C 4.93835 0.50728 -0.78029 2.8 -1.9 0.4
C 5.94882 0.42432 -1.95161 0.9 -1.6 3.2
C 7.32229 -0.30143 -1.75843 -1.6 0.0 2.8
C 7.74454 -0.95878 -0.39582 -4.2 2.0 -0.3
C 6.70958 -0.88733 0.78964 -0.7 1.7 -3.3
C 5.33590 -0.15953 0.58506 2.6 -0.4 -2.1
C 3.35198 2.49523 -1.89330 0.2 -1.7 -0.7
C 1.72894 2.57737 -2.16446 0.3 0.6 0.5
C 1.21545 2.42154 -3.68118 0.1 0.0 -0.1
C 1.19543 1.46635 -1.09119 -1.7 3.0 0.2
C -0.33469 1.00022 -1.16176 0.0 -0.1 0.8
C -0.94049 0.76509 0.32070 -2.7 -0.7 1.1
C -0.06265 0.49756 1.63027 1.0 0.8 -0.3
N -2.26168 0.78501 0.47059 4.0 -0.1 -0.3
H 2.35585 -5.02379 -4.82492 -0.6 0.2 1.7
H 2.46103 -5.68560 -3.11653 -0.7 1.3 -0.6
H 0.87786 -4.87499 -3.75372 1.7 0.2 0.4
H 3.72563 -3.29401 -3.62090 -1.8 -0.3 0.1
H 2.03744 -2.61718 -3.99387 0.8 -0.9 1.0
H 1.98322 -3.97776 -1.30190 0.8 1.7 -0.5
H 3.53886 -3.00921 -1.26205 -1.5 0.3 -0.7
H 0.64966 -2.16495 -0.89445 1.4 0.9 -0.8
H 1.18178 -1.38097 -2.46404 0.8 0.0 1.4
H 2.41288 0.40434 -2.25910 -0.2 -1.1 0.7
H 3.36523 1.64698 0.21728 0.1 -0.8 -1.7
H 5.71280 0.90999 -2.95153 0.4 -0.8 1.5
H 8.09734 -0.34586 -2.60325 -1.5 0.2 1.3
H 8.76499 -1.45853 -0.25336 -1.8 0.9 -0.3
H 6.96363 -1.32978 1.82301 -0.5 0.8 -1.9
H 4.65762 -0.13107 1.51575 1.0 0.1 -1.8
H 3.86736 3.43644 -1.50515 -1.0 -1.4 -0.6
H 3.87159 2.14325 -2.86356 -0.7 0.9 1.4
H 1.43440 3.63831 -1.84056 0.1 -1.8 -0.2
H 0.37781 3.18663 -3.90139 1.3 -1.4 0.5
H 0.81238 1.36160 -3.91261 0.7 1.7 0.4
H 2.05794 2.66220 -4.41383 -1.1 -0.4 1.0
H 1.28087 2.08488 -0.11607 0.2 -1.7 -1.2
H -0.95938 1.84594 -1.61635 1.0 -1.2 0.6
H -0.50294 0.06585 -1.79950 0.3 1.3 0.9
H 0.83437 -0.19979 1.47103 -1.4 0.9 0.1
H 0.39370 1.51577 1.94856 -0.7 -1.6 -0.4
H -0.66734 0.11825 2.52883 0.6 0.6 -1.6
H -2.45118 0.61460 1.48326 -0.1 0.2 -1.0
C -3.11715 -2.47367 0.41530 -0.1 0.1 0.1
O -4.12097 -2.20706 1.38237 0.1 -0.2 -0.3
C -5.42949 -2.52279 0.90770 -0.1 0.0 0.5
C -5.91717 -3.85217 1.47425 0.0 -0.1 -0.6
O -5.15176 -4.94376 0.96492 0.2 0.3 0.3
C -4.19187 -5.41324 1.89975 0.0 -0.1 -0.1
H -2.14477 -2.42425 0.90942 -0.1 0.1 0.1
H -3.23120 -3.46673 -0.02834 0.0 0.0 0.0
H -3.14993 -1.71272 -0.37073 0.1 0.0 -0.1
H -5.45698 -2.52953 -0.18748 0.0 -0.1 0.1
H -6.09585 -1.72746 1.25539 0.0 0.0 0.0
H -6.95156 -4.01142 1.15355 0.0 0.0 0.0
H -5.90223 -3.84144 2.56888 0.1 0.1 -0.1
H -4.69155 -5.96954 2.69842 0.1 0.0 0.1
H -3.60483 -4.59584 2.32889 -0.1 0.0 0.0
H -3.51097 -6.08963 1.37785 -0.2 0.0 0.0
C -4.87444 5.08621 4.22178 -0.1 0.1 0.0
O -3.71317 5.66702 3.64369 0.1 -0.4 0.1
C -2.52438 4.96008 3.98650 0.0 0.4 -0.4
C -2.06101 4.06967 2.83783 -0.2 -0.4 0.5
O -2.97822 3.00121 2.60761 0.1 0.3 -0.1
C -3.81758 3.24108 1.48567 -0.2 0.0 0.0
H -5.75033 5.53142 3.74797 0.1 0.1 0.0
H -4.90850 4.00424 4.06852 0.0 0.0 0.0
H -4.90517 5.30734 5.29301 -0.1 -0.1 0.0
H -2.66657 4.37634 4.90262 0.0 -0.1 -0.1
H -1.75183 5.71020 4.18277 0.0 0.0 0.0
H -1.10321 3.61383 3.11193 0.0 0.0 0.0
H -1.90637 4.65526 1.92541 -0.1 0.1 0.0
H -3.24532 3.11951 0.56184 -0.1 0.1 0.0
H -4.26642 4.23812 1.51557 0.1 0.0 0.1
H -4.62126 2.50149 1.49679 0.2 0.0 0.0
```
Forces are in eV/Å.

Atom charges from the Mulliken analysis, given in e for atoms 1 to 8: atom 1 (C): -1.142, atom 2 (C): -0.398, atom 3 (C): -0.573, atom 4 (C): -0.067, atom 5 (O): -0.184, atom 6 (N): 0.229, atom 7 (C): -0.141, atom 8 (C): 0.197

***

(4)
The following is a DFT calculation (ωB97M-V/def2-TZVPD) of a molecular structure, C15H8N3O5Pm at a distorted geometry.

* spin multiplicity: 5
* HOMO energy (alpha / beta): -0.544 / -0.544 hartree
* net charge: +2
* expectation value of S²: 6.024

```
32
Properties=species:S:1:pos:R:3:forces:R:3
O -2.23720 6.06756 -3.97309 -0.7 -2.6 4.4
C -2.36786 5.46031 -2.98825 0.9 2.6 -4.6
Pm -1.30546 2.41843 -1.42140 0.5 1.4 0.7
C -1.43183 -0.00525 -1.94471 -1.0 -7.9 -1.3
O -1.55996 -1.15667 -2.09519 0.8 6.2 0.8
C -3.21227 2.95309 -0.18586 -4.6 -0.4 2.9
O -4.33125 3.05846 0.28208 5.6 0.4 -1.9
C -3.78453 2.01201 -2.12129 -6.2 -2.3 0.2
O -4.89233 1.65742 -1.99096 5.6 1.7 -1.3
C 0.65172 3.92819 -0.44149 4.5 3.3 3.0
O 1.48560 4.47979 0.15582 -4.1 -2.7 -2.9
H -2.61691 3.86764 -0.97889 -1.0 0.7 0.3
N 3.09114 -6.48502 -0.60343 -0.7 2.9 1.0
C 2.79261 -5.41474 -0.22138 0.2 -1.9 -0.5
C 2.35297 -4.10040 0.26438 0.1 0.8 -0.2
C 2.78457 -2.93597 -0.41825 0.1 0.7 0.2
C 2.35308 -1.64353 -0.00870 -0.2 -1.2 -0.2
C 1.44910 -1.53982 1.06948 1.2 -1.5 -0.1
C 1.14847 -2.66463 1.87395 -0.3 -0.5 -0.8
C 1.52839 -3.94994 1.40430 0.6 0.3 -0.1
N 0.79070 -0.29960 1.25903 -1.2 1.2 1.1
C -0.09456 0.04720 2.31273 0.0 1.1 -1.6
C -0.73094 1.20680 1.89837 0.9 -0.7 -0.4
N -0.28284 1.53967 0.61785 0.8 -0.3 0.2
C 0.68858 0.65642 0.31515 -1.0 -0.3 0.9
H 3.48574 -3.02856 -1.27006 -0.6 0.1 0.7
H 2.68229 -0.74258 -0.56665 -0.1 -0.9 0.4
H 0.54927 -2.59154 2.80138 0.3 0.0 -0.8
H 1.23568 -4.88025 1.90246 0.0 0.6 0.1
H -0.20854 -0.53686 3.20816 0.1 0.0 0.0
H -1.35187 1.93265 2.40009 -0.3 -0.5 0.2
H 1.33846 0.68973 -0.53565 0.0 0.0 -0.4
```
Forces are in eV/Å.

Atom charges from the Mulliken analysis, given in e for atoms 1 to 8: atom 1 (O): -0.134, atom 2 (C): 0.192, atom 3 (Pm): 1.427, atom 4 (C): 0.157, atom 5 (O): -0.061, atom 6 (C): 0.146, atom 7 (O): -0.280, atom 8 (C): 0.276

***

> Which of these has the highest spin multiplicity?

C15H8N3O5Pm